[1]
14
Properties=species:S:1:pos:R:3:mulliken_charge:R:1 method="wB97M-V/def2-TZVPD" e_above_lowest_kj_mol=8.5 total_charge=+3 max_force_ev_per_a=3.7 homo_lumo_gap_ev=2.01
Hf -1.565 0.380 6.641 1.7468
Br -1.046 -1.158 4.389 0.1224
C -0.732 -1.419 0.612 -0.2443
O 0.298 -0.957 -0.190 -0.1823
C 0.107 0.099 -0.988 0.6965
O -0.799 0.874 -0.939 -0.3981
O 1.132 0.128 -1.856 -0.0986
C 1.423 1.311 -2.480 -0.3835
H -0.879 -0.715 1.499 -0.0433
H -0.429 -2.391 0.985 0.3944
H -1.730 -1.285 0.156 0.3729
H 1.236 2.149 -1.744 0.3401
H 0.576 1.629 -3.163 0.3651
H 2.410 1.354 -2.922 0.3117


[2]
66
Properties=species:S:1:pos:R:3:mulliken_charge:R:1 method="wB97M-V/def2-TZVPD" s_squared=0.754 spin_multiplicity=2 total_charge=-1 max_force_ev_per_a=5.1 homo_lumo_gap_ev="7.66 / 6.98"
B -2.619 24.022 -9.305 0.4888
F -1.403 23.574 -8.786 -0.4138
F -3.582 23.167 -8.972 -0.3766
F -2.970 25.245 -8.755 -0.4137
F -2.566 24.097 -10.690 -0.2773
C -3.107 27.177 -12.317 -0.4566
C -2.167 28.093 -11.649 0.9666
O -1.182 27.385 -10.884 -0.3423
H -2.616 26.596 -13.098 -0.0137
H -3.770 27.807 -12.911 -0.1487
H -3.554 26.498 -11.592 0.4329
H -2.718 28.844 -11.083 0.1498
H -1.779 28.706 -12.463 -0.4822
C -5.242 29.080 -14.806 -0.1474
C -6.169 30.093 -15.465 -0.7075
C -6.979 29.237 -16.550 -0.3826
O -6.279 27.900 -16.630 -0.4657
C -4.986 28.053 -15.940 -0.3512
H -5.807 28.711 -13.950 0.2675
H -4.312 29.540 -14.471 0.1741
H -5.830 31.021 -15.926 0.3085
H -6.960 30.427 -14.794 0.2740
H -7.005 29.690 -17.541 0.2428
H -8.001 28.957 -16.297 0.2707
H -4.237 28.464 -16.617 0.2168
H -4.552 27.068 -15.772 0.2967
N 1.193 27.916 -13.990 0.2645
C 0.065 27.378 -14.535 -0.3756
C 0.462 26.396 -15.386 -0.6542
C 1.865 26.122 -15.068 -0.3824
C 2.267 27.019 -14.129 -0.5857
H 1.057 28.660 -13.322 0.1782
H -0.936 27.735 -14.340 0.2168
H -0.119 25.821 -16.091 0.5128
H 2.580 25.385 -15.405 0.3746
H 3.147 27.089 -13.507 0.4016
N -0.148 31.713 -7.481 0.0178
C 0.599 30.859 -8.265 -0.7981
C -0.238 30.270 -9.166 0.1202
C -1.513 30.645 -8.821 -0.2956
C -1.457 31.502 -7.741 -0.6874
H 0.336 32.419 -6.945 0.2192
H 1.675 30.895 -8.351 0.3225
H -0.001 29.610 -9.987 0.4010
H -2.342 30.523 -9.502 0.2849
H -2.228 32.006 -7.178 0.3867
N -1.579 21.792 -13.532 0.0381
C -2.423 22.846 -13.625 -0.7690
C -1.873 23.656 -14.650 0.1642
C -0.709 23.025 -15.136 -0.5198
C -0.470 21.909 -14.357 -0.5717
H -1.760 21.013 -12.915 0.2190
H -3.347 22.945 -13.073 0.3256
H -2.231 24.583 -15.072 0.3906
H -0.077 23.234 -15.986 0.3829
H 0.209 21.073 -14.443 0.3639
N 1.387 32.155 -15.629 -0.0084
C 0.806 32.948 -14.658 -0.5484
C -0.068 32.162 -13.879 -0.7459
C -0.036 30.972 -14.466 0.1612
C 0.896 30.869 -15.451 -0.7886
H 2.165 32.449 -16.203 0.2064
H 1.179 33.955 -14.544 0.3805
H -0.577 32.464 -12.976 0.4235
H -0.766 30.255 -14.121 0.4797
H 1.218 30.015 -16.029 0.3844


[3]
11
Properties=species:S:1:pos:R:3:mulliken_charge:R:1 method="wB97M-V/def2-TZVPD" e_above_lowest_kj_mol=18.8 total_charge=0 max_force_ev_per_a=2.8 homo_lumo_gap_ev=10.30
C -1.187 -0.009 -0.863 0.3942
C -2.883 0.079 -1.832 0.1970
C -2.612 0.078 -0.375 0.5728
C 0.054 -0.105 -0.051 -0.9499
N -1.375 0.207 -2.082 -0.5603
O -3.763 -0.231 -2.532 -0.4288
Br -3.182 1.627 0.603 -0.0156
Br -3.301 -1.585 0.544 -0.0928
H -0.334 0.576 0.789 0.2531
H 0.721 0.295 -0.802 0.3205
H 0.362 -1.105 0.228 0.3099